[1]
{
  "formula": "C2H4FN",
  "method": "ωB97M-V/def2-TZVPD",
  "species": ["F", "H", "H", "H", "C", "H", "C", "N"],
  "positions_angstrom": [[2.56, -1.05, 0.70], [0.94, 0.97, -0.42], [0.65, -1.14, 0.12], [-2.02, 1.41, -0.79], [-0.11, 0.86, -0.30], [-1.94, -0.24, 0.06], [-1.37, 0.66, -0.38], [1.30, -1.49, 1.01]],
  "e_homo_ev": [-10.72, -8.38],
  "spin_multiplicity": 1,
  "e_above_lowest_ev": 6.8877,
  "orbital_gap_ev": [10.697, 7.912]
}

---

[2]
{
  "formula": "C2H4FN3",
  "method": "ωB97M-V/def2-TZVPD",
  "species": ["F", "N", "N", "N", "H", "C", "H", "H", "H", "C"],
  "positions_angstrom": [[1.69, -1.26, 0.39], [-0.76, 1.01, 0.60], [0.34, 1.65, 0.03], [1.16, 0.85, -0.36], [-1.59, 1.51, 0.50], [-0.68, -0.37, 0.33], [1.14, -1.13, -1.92], [-1.36, -0.69, -0.41], [-0.72, -1.07, 1.14], [0.79, -0.49, -0.30]],
  "e_homo_ev": -9.63,
  "spin_multiplicity": 1,
  "e_above_lowest_ev": 4.0720,
  "orbital_gap_ev": 9.431
}

---

[3]
{
  "formula": "C2H4FNO",
  "method": "ωB97M-V/def2-TZVPD",
  "species": ["N", "C", "H", "H", "H", "H", "O", "F", "C"],
  "positions_angstrom": [[-0.56, -0.20, 1.28], [0.50, -0.06, 0.37], [-0.35, -0.85, 2.14], [-1.42, -0.68, 0.74], [0.74, -0.10, -1.73], [0.43, 1.46, -1.09], [1.73, -0.18, 0.60], [-1.20, 0.20, -1.31], [0.13, 0.41, -1.00]],
  "e_homo_ev": -10.30,
  "spin_multiplicity": 1,
  "e_above_lowest_ev": 0.6156,
  "orbital_gap_ev": 11.085
}

---

[4]
{
  "formula": "C2H4FNO",
  "method": "ωB97M-V/def2-TZVPD",
  "species": ["H", "C", "H", "F", "H", "O", "H", "C", "N"],
  "positions_angstrom": [[-1.08, -1.77, -1.66], [0.24, 1.35, 0.90], [1.05, 1.47, 1.54], [0.36, 1.94, -0.30], [0.54, -2.04, -1.04], [0.56, -0.11, 0.50], [-0.76, 1.25, 1.26], [-0.34, -1.52, -0.98], [-0.55, -0.57, -0.23]],
  "e_homo_ev": -10.18,
  "spin_multiplicity": 1,
  "e_above_lowest_ev": 3.3965,
  "orbital_gap_ev": 11.402
}

---

[5]
{
  "formula": "C2H4FOP",
  "method": "ωB97M-V/def2-TZVPD",
  "species": ["H", "C", "H", "H", "C", "O", "F", "H", "P"],
  "positions_angstrom": [[-1.74, -0.91, 1.16], [0.49, 0.32, 0.16], [1.29, -0.68, -1.43], [0.05, -1.65, -0.51], [0.32, -0.68, -0.97], [1.51, 0.25, 0.86], [-0.38, 2.15, 1.79], [-0.69, -0.31, -1.45], [-0.85, 1.51, 0.39]],
  "e_homo_ev": [-9.40, -9.55],
  "spin_multiplicity": 1,
  "e_above_lowest_ev": 3.2280,
  "orbital_gap_ev": [8.140, 7.615]
}

---

[6]
{
  "formula": "C2H4FOP",
  "method": "ωB97M-V/def2-TZVPD",
  "species": ["H", "H", "F", "C", "O", "H", "P", "H", "C"],
  "positions_angstrom": [[0.23, -0.43, 0.47], [3.19, 0.50, -1.83], [-0.39, 0.29, -3.64], [-0.86, -0.24, -1.29], [-1.20, -1.25, -1.84], [-1.70, -0.61, 0.73], [0.08, 0.93, -2.29], [-1.01, 1.00, 0.60], [-0.88, -0.05, 0.27]],
  "e_homo_ev": [-9.36, -8.94],
  "spin_multiplicity": 1,
  "e_above_lowest_ev": 3.5195,
  "orbital_gap_ev": [7.747, 8.640]
}

---

[7]
{
  "formula": "C2H4FP",
  "method": "ωB97M-V/def2-TZVPD",
  "species": ["H", "H", "C", "F", "C", "H", "H", "P"],
  "positions_angstrom": [[-1.53, 0.44, 0.67], [-1.16, -1.44, 0.45], [-1.08, -0.37, 0.00], [0.54, 1.77, -0.38], [0.33, 0.07, 0.02], [2.65, 0.51, -0.04], [-1.52, -0.40, -0.97], [1.75, -0.57, 0.26]],
  "e_homo_ev": -10.20,
  "spin_multiplicity": 1,
  "e_above_lowest_ev": 2.3408,
  "orbital_gap_ev": 10.339
}

---

[8]
{
  "formula": "C2H4HgLiO4",
  "method": "ωB97M-V/def2-TZVPD",
  "species": ["H", "O", "H", "Hg", "O", "O", "C", "H", "H", "O", "C", "Li"],
  "positions_angstrom": [[-1.17, -1.74, 1.27], [1.35, -0.41, -1.26], [2.47, -1.18, 0.44], [-1.38, 3.08, 0.06], [-1.76, -0.31, 0.00], [-0.25, 0.69, 0.73], [-1.99, -1.30, 0.68], [2.88, 0.57, 0.00], [-2.88, -1.89, 0.42], [-0.10, 1.65, -0.13], [2.25, -0.31, -0.20], [0.59, 1.17, -2.00]],
  "e_homo_ev": [-22.43, -22.43],
  "spin_multiplicity": 1,
  "total_charge": 3,
  "orbital_gap_ev": [5.143, 5.196]
}

---

[9]
{
  "formula": "C2H4I2O",
  "method": "ωB97M-V/def2-TZVPD",
  "species": ["O", "C", "I", "H", "H", "C", "H", "H", "I"],
  "positions_angstrom": [[0.57, 0.62, -0.04], [-0.18, 0.40, -1.18], [2.23, -0.83, 1.78], [-0.28, -0.68, -1.43], [0.38, 0.90, -1.97], [0.26, -0.41, 1.07], [-1.36, 0.67, -1.21], [-0.40, -1.18, 0.60], [-1.22, 0.51, 2.40]],
  "e_homo_ev": -9.61,
  "spin_multiplicity": 1,
  "e_above_lowest_ev": 1.4520,
  "orbital_gap_ev": 9.128
}

---

[10]
{
  "formula": "C2H4I2O",
  "method": "ωB97M-V/def2-TZVPD",
  "species": ["I", "H", "C", "H", "H", "I", "C", "O", "H"],
  "positions_angstrom": [[2.84, 1.25, -0.04], [-1.56, 0.66, -0.66], [1.32, -0.12, -0.41], [-2.11, 0.61, 1.09], [0.71, -0.10, -1.39], [1.45, -2.11, -0.01], [-1.33, 0.19, 0.40], [-0.07, 0.49, 0.88], [-1.26, -0.87, 0.13]],
  "e_homo_ev": [-6.76, -9.41],
  "spin_multiplicity": 3,
  "e_above_lowest_ev": 2.9568,
  "orbital_gap_ev": [6.925, 7.128]
}

---

[11]
{
  "formula": "C2H4I2S",
  "method": "ωB97M-V/def2-TZVPD",
  "species": ["I", "H", "C", "H", "I", "S", "H", "C", "H"],
  "positions_angstrom": [[-2.89, 1.75, -0.15], [0.71, 0.11, 0.21], [-1.61, 0.12, 0.36], [-0.03, -0.69, -1.29], [-2.44, -1.87, -0.22], [-1.25, 0.05, 2.20], [0.05, 0.33, 2.23], [-0.03, 0.17, -0.60], [-0.13, 1.22, -1.14]],
  "e_homo_ev": -9.09,
  "spin_multiplicity": 1,
  "e_above_lowest_ev": 0.9750,
  "orbital_gap_ev": 8.483
}

---

[12]
{
  "formula": "C2H4IN",
  "method": "ωB97M-V/def2-TZVPD",
  "species": ["H", "H", "H", "N", "C", "H", "C", "I"],
  "positions_angstrom": [[1.44, -1.40, -1.24], [1.90, 1.37, -0.96], [-2.18, -0.87, 0.53], [1.08, 0.79, -0.87], [-1.22, -0.38, 0.92], [-0.74, -0.77, 1.70], [0.84, -0.41, -0.97], [-1.12, 1.66, 0.89]],
  "e_homo_ev": [-7.92, -7.88],
  "spin_multiplicity": 1,
  "e_above_lowest_ev": 4.5871,
  "orbital_gap_ev": [8.119, 7.858]
}

---

[13]
{
  "formula": "C2H4INO",
  "method": "ωB97M-V/def2-TZVPD",
  "species": ["C", "H", "N", "C", "O", "I", "H", "H", "H"],
  "positions_angstrom": [[-0.42, 0.44, 0.22], [-0.56, 2.82, 0.62], [0.20, 2.21, 0.32], [0.62, -0.62, -0.13], [0.54, -1.92, 0.28], [-2.39, 0.25, 0.01], [1.73, -0.33, 0.09], [0.50, -0.50, -1.37], [-0.22, -2.35, -0.04]],
  "e_homo_ev": [-8.56, -8.56],
  "spin_multiplicity": 1,
  "e_above_lowest_ev": 5.6353,
  "orbital_gap_ev": [7.369, 7.367]
}

---

[14]
{
  "formula": "C2H4INO",
  "method": "ωB97M-V/def2-TZVPD",
  "species": ["H", "C", "H", "H", "C", "O", "N", "I", "H"],
  "positions_angstrom": [[-1.61, -0.30, -0.10], [0.31, -1.17, -0.28], [-0.25, 0.57, 1.49], [-0.48, 0.38, -1.58], [-0.71, -0.15, -0.61], [0.08, -2.28, 0.14], [-0.26, 1.55, 0.92], [1.57, 2.21, 0.64], [1.34, -0.79, -0.61]],
  "e_homo_ev": -8.92,
  "spin_multiplicity": 1,
  "e_above_lowest_ev": 4.1194,
  "orbital_gap_ev": 7.127
}

---

[15]
{
  "formula": "C2H4INO2",
  "method": "ωB97M-V/def2-TZVPD",
  "species": ["O", "H", "I", "H", "C", "N", "H", "C", "O", "H"],
  "positions_angstrom": [[1.53, 0.75, 0.06], [1.90, 1.57, 0.58], [-4.13, -0.62, 0.03], [-2.40, 1.00, 1.10], [0.22, 0.58, 0.33], [-0.27, -0.54, -0.25], [-1.28, -0.77, -0.19], [-3.11, 1.18, 0.28], [-3.46, 2.21, -0.22], [0.37, -1.07, -0.99]],
  "e_homo_ev": -8.87,
  "spin_multiplicity": 1,
  "e_above_lowest_ev": 2.0384,
  "orbital_gap_ev": 9.053
}

---

[16]
{
  "formula": "C2H4INS",
  "method": "ωB97M-V/def2-TZVPD",
  "species": ["N", "C", "H", "H", "I", "C", "H", "S", "H"],
  "positions_angstrom": [[-0.34, -0.41, -0.80], [0.24, 0.63, -1.12], [0.43, 1.63, -0.71], [-1.00, -0.47, 0.03], [3.49, -0.90, -1.76], [2.70, -0.89, 0.15], [0.77, 0.54, -2.07], [2.89, -2.28, 1.03], [1.91, -2.05, 2.02]],
  "e_homo_ev": -8.41,
  "spin_multiplicity": 1,
  "e_above_lowest_ev": 3.6846,
  "orbital_gap_ev": 7.878
}

---

[17]
{
  "formula": "C2H4IO3P",
  "method": "ωB97M-V/def2-TZVPD",
  "species": ["H", "C", "C", "H", "O", "P", "H", "O", "O", "H", "I"],
  "positions_angstrom": [[0.16, 0.05, -1.43], [0.74, 0.31, -0.55], [1.00, -1.06, 0.17], [1.84, -1.80, -0.20], [-1.46, 2.12, -0.74], [-0.97, 1.13, 0.26], [0.00, -1.63, -0.04], [-1.07, 1.63, 1.64], [1.57, 1.24, -0.47], [1.07, -0.94, 1.19], [-2.87, -1.05, 0.18]],
  "e_homo_ev": 0.31,
  "spin_multiplicity": 1,
  "total_charge": -2,
  "e_above_lowest_ev": 3.0662,
  "orbital_gap_ev": 5.148
}

---

[18]
{
  "formula": "C2H4IPS",
  "method": "ωB97M-V/def2-TZVPD",
  "species": ["S", "H", "P", "H", "C", "I", "H", "C", "H"],
  "positions_angstrom": [[0.28, -0.70, 0.44], [-1.71, 1.66, -0.87], [2.34, -1.51, 0.25], [-2.13, 0.56, 0.66], [-1.74, 0.63, -0.46], [3.75, 0.48, -0.04], [2.15, -1.18, 1.70], [-0.44, 0.17, -0.80], [-2.49, -0.10, -0.87]],
  "e_homo_ev": -8.23,
  "spin_multiplicity": 1,
  "e_above_lowest_ev": 2.7981,
  "orbital_gap_ev": 7.500
}

---

[19]
{
  "formula": "C2H4N2",
  "method": "ωB97M-V/def2-TZVPD",
  "species": ["N", "H", "H", "C", "H", "N", "H", "C"],
  "positions_angstrom": [[-1.11, 0.14, -1.69], [0.40, 1.00, 1.57], [-0.38, 0.69, -2.25], [0.85, 0.12, 1.14], [1.73, -0.37, 1.75], [0.49, -0.45, 0.10], [-1.27, -0.87, -0.03], [-0.71, -0.26, -0.58]],
  "e_homo_ev": -9.77,
  "spin_multiplicity": 1,
  "e_above_lowest_ev": 2.0163,
  "orbital_gap_ev": 10.435
}

---

[20]
{
  "formula": "C2H4N2",
  "method": "ωB97M-V/def2-TZVPD",
  "species": ["N", "H", "H", "C", "N", "C", "H", "H"],
  "positions_angstrom": [[-0.60, -0.76, -0.43], [-2.50, 0.29, -0.35], [1.18, 0.83, -0.84], [-1.44, 0.00, 0.17], [0.61, -0.90, 0.29], [1.35, 0.04, -0.03], [-1.21, 0.31, 1.12], [2.61, 0.19, 0.06]],
  "e_homo_ev": -10.16,
  "spin_multiplicity": 1,
  "e_above_lowest_ev": 3.4082,
  "orbital_gap_ev": 11.121
}

---

Max |F|, respectively: 3.181; 4.126; 3.869; 6.157; 3.331; 2.575; 5.104; 8.118; 3.647; 3.581; 4.078; 5.116; 8.024; 5.813; 3.342; 3.860; 4.779; 3.536; 4.425; 7.034 eV Å⁻¹.